# 1
78
Properties=species:S:1:pos:R:3 method="wB97M-V/def2-TZVPD" homo_ha=-0.309 orbital_gap_ha=0.2247
C -0.117 0.368 3.212
C -1.752 0.322 3.317
O -2.412 -0.624 2.404
C -2.062 -0.383 0.996
N -2.142 0.842 0.113
C -2.648 2.226 0.550
C -1.449 3.122 1.219
C -1.164 4.560 0.482
C 0.258 5.135 1.149
C 1.580 4.336 0.597
C 1.646 4.484 -1.042
O 2.996 4.744 -1.569
C 2.977 4.158 -2.931
C 4.311 3.240 -3.339
O 2.009 4.325 -3.837
C -1.680 0.476 -1.288
C -1.579 1.344 -2.675
C -3.042 2.032 -3.102
O -3.067 3.046 -4.010
C -1.261 -1.132 -1.341
C -0.740 -2.025 -2.614
C 0.488 -3.061 -2.277
C 1.534 -2.980 -3.578
C 2.518 -1.692 -3.273
C 3.627 -1.987 -2.066
O 3.838 -3.428 -1.846
C 4.119 -3.733 -0.427
N -1.547 -1.524 0.114
N -1.327 -2.860 0.410
C -0.098 -3.082 1.263
O 0.205 -4.202 1.940
F 0.938 -1.985 1.341
C -2.566 -3.519 0.973
O -2.796 -3.834 2.250
F -3.679 -3.799 0.000
H 0.309 0.666 2.164
H 0.253 1.093 4.084
H 0.374 -0.688 3.477
H -2.278 1.380 3.235
H -2.002 -0.058 4.421
H -3.147 2.760 -0.394
H -3.548 1.995 1.299
H -1.780 3.354 2.342
H -0.439 2.523 1.296
H -1.123 4.502 -0.692
H -2.016 5.336 0.792
H 0.168 4.864 2.308
H 0.322 6.302 1.088
H 2.562 4.819 1.050
H 1.619 3.191 0.933
H 1.114 3.541 -1.505
H 0.956 5.417 -1.310
H 4.282 3.151 -4.507
H 5.243 3.857 -2.934
H 4.234 2.206 -2.788
H -1.311 0.631 -3.590
H -0.753 2.181 -2.671
H -4.068 1.677 -2.620
H -0.381 -1.342 -3.516
H -1.652 -2.656 -3.050
H 1.057 -2.776 -1.295
H 0.018 -4.146 -2.236
H 2.100 -3.989 -3.768
H 0.917 -2.748 -4.567
H 3.015 -1.262 -4.248
H 1.807 -0.833 -2.847
H 4.672 -1.501 -2.320
H 3.211 -1.464 -1.084
H 4.378 -2.795 0.229
H 5.097 -4.410 -0.425
H 3.178 -4.333 -0.007
F -3.574 -5.511 4.765
P -3.186 -4.765 6.078
F -1.873 -3.955 6.296
F -4.704 -4.712 6.428
F -3.273 -4.929 7.625
F -3.377 -3.426 5.305
F -2.316 -6.057 6.047

***

# 2
62
Properties=species:S:1:pos:R:3 method="wB97M-V/def2-TZVPD" homo_ha=-0.457 total_charge=+2 orbital_gap_ha=0.1913
P -0.108 -2.281 -2.768
P 0.042 1.536 -3.183
C -0.441 -1.066 -4.080
C 0.524 0.143 -4.206
H -1.485 -0.725 -3.942
H -0.403 -1.626 -5.027
H 1.567 -0.120 -3.976
H 0.541 0.509 -5.248
C -1.427 2.369 -3.794
H -1.792 3.099 -3.059
H -2.242 1.659 -3.993
H -1.180 2.898 -4.732
C 1.420 2.658 -2.963
H 1.320 3.484 -3.676
H 2.373 2.132 -3.117
H 1.393 3.055 -1.933
C -1.353 -3.558 -2.964
H -1.356 -4.263 -2.127
H -1.103 -4.133 -3.877
H -2.362 -3.153 -3.096
C 1.448 -3.148 -3.186
H 2.307 -2.452 -3.221
H 1.300 -3.633 -4.175
H 1.622 -3.927 -2.417
Hf 0.749 -1.689 1.171
C 0.709 2.015 0.437
C -0.632 1.994 0.633
C -1.620 1.498 -0.368
C -2.049 0.013 -0.295
C -1.094 -1.099 -0.466
C 0.200 -1.219 -1.226
C 1.029 0.034 -1.196
C 1.468 0.652 0.127
C 2.679 -2.328 1.861
H 1.370 2.825 0.773
H -1.012 2.049 1.647
H -1.235 1.739 -1.379
H -2.508 2.146 -0.303
H -2.502 -0.114 0.719
H -2.861 -0.122 -1.045
H -1.599 -2.057 -0.349
H 0.906 -2.072 -0.807
H 0.369 0.888 -1.579
H 1.912 -0.064 -1.846
H 1.684 0.011 1.081
H 2.464 1.077 -0.119
H 3.217 -1.565 2.456
H 3.348 -2.727 1.094
H 2.385 -3.163 2.532
C 0.140 -0.485 2.814
C -0.163 0.121 3.890
C -0.447 0.630 5.181
C -1.695 1.170 5.607
C -1.916 1.564 6.931
C -0.912 1.441 7.903
C 0.319 0.919 7.508
C 0.541 0.530 6.188
H -2.500 1.261 4.881
H -2.882 1.976 7.223
H -1.085 1.754 8.932
H 1.112 0.822 8.246
H 1.505 0.118 5.908

***

# 3
64
Properties=species:S:1:pos:R:3 method="wB97M-V/def2-TZVPD" homo_ha=-0.297 smiles="COc1ccc(C(=O)N2CCCCCCC2)cc1OC1CCN(C(C)C)CC1" orbital_gap_ha=0.3247
C 4.035 0.514 -2.634
H 4.836 0.273 -1.927
O 2.791 0.033 -2.193
C 2.297 0.505 -1.013
C 2.922 1.434 -0.201
C 2.329 1.851 0.983
C 1.104 1.335 1.366
C 0.454 0.419 0.542
C 1.035 -0.014 -0.638
O 0.514 -0.927 -1.493
C -0.829 -1.360 -1.346
C -1.826 -0.266 -1.740
C -1.668 0.072 -3.221
N -1.915 -1.115 -4.016
C -0.894 -2.106 -3.739
C -1.004 -2.555 -2.284
H -1.986 -2.994 -2.110
H -0.236 -3.299 -2.071
H -1.050 -2.967 -4.395
H 0.124 -1.717 -3.906
C -2.164 -0.886 -5.433
C -3.544 -0.255 -5.628
H -4.278 -0.783 -5.027
H -3.545 0.793 -5.340
H -3.833 -0.317 -6.674
C -1.088 -0.062 -6.155
H -1.293 -0.044 -7.222
H -1.078 0.962 -5.790
H -0.104 -0.499 -6.000
H -2.191 -1.884 -5.889
H -2.390 0.843 -3.490
H -0.651 0.470 -3.382
H -2.836 -0.636 -1.557
H -1.665 0.632 -1.143
H -1.004 -1.684 -0.309
H -0.517 0.059 0.842
C 0.382 1.851 2.573
O -0.644 2.497 2.435
N 0.920 1.594 3.790
C 2.055 0.732 4.003
C 1.701 -0.632 4.621
C 0.446 -1.264 4.006
H 0.623 -2.334 3.872
C -0.819 -1.117 4.855
H -0.621 -1.510 5.856
H -1.590 -1.752 4.408
C -1.400 0.293 4.981
C -0.547 1.261 5.809
H 0.083 0.701 6.501
H -1.198 1.893 6.417
C 0.303 2.206 4.948
H -0.343 2.997 4.557
H 1.088 2.661 5.562
H -1.568 0.717 3.990
H -2.378 0.195 5.457
H 0.273 -0.839 3.017
H 2.561 -1.284 4.455
H 1.576 -0.541 5.699
H 2.772 1.248 4.653
H 2.533 0.555 3.039
H 2.824 2.591 1.595
H 3.874 1.855 -0.482
H 4.014 1.596 -2.803
H 4.227 0.008 -3.579